The following is a quantum chemistry calculation of C29H46F3IN7O9PS3Ti as an isolated structure in a non-equilibrium geometry, from the OMol25 dataset.

2S+1: 3
LUMO energy (spin up / spin down) (eV): -0.78 / -1.22
Orbital gap (spin up / spin down) (eV): 6.918 / 6.482
<S²>: 2.01
HOMO energy (spin up / spin down) (eV): -7.70 / -7.70
Total energy (a.u.): -5175.78511

Cartesian coordinates (Å):
Ti 1.06592 -0.36874 -0.87902
N -1.29490 -2.22554 -1.44404
N -0.98183 -2.60567 -2.75625
C 0.12193 -2.05676 -3.31550
N 0.15179 -1.91233 -4.64411
N 1.12048 -1.80675 -2.46998
N 2.01757 -0.77284 -2.78193
O 2.16116 -0.18408 -3.86600
O 2.83652 -0.56552 -1.73842
H -1.39660 -3.04442 -0.86064
H -2.15829 -1.69592 -1.45940
H -1.75109 -2.79522 -3.37670
H -0.73289 -1.81629 -5.11731
H 0.91985 -1.35890 -4.99898
C 0.05042 5.28614 0.58995
S -0.86541 3.73831 0.62682
C -2.42822 4.28237 -0.07916
H -0.48617 6.06437 1.13101
H 0.23804 5.61338 -0.43206
H 1.00460 5.11369 1.08674
H -2.25533 4.86094 -0.98674
H -2.98868 4.88246 0.63641
H -3.00420 3.39594 -0.34096
C -5.11461 -1.30956 1.69596
C -4.04213 -2.22493 2.29167
C -4.58481 -2.91855 3.54326
C -3.69440 -3.29752 1.25022
P -2.46815 -1.26928 2.55584
C -1.43690 -2.41468 3.52850
C -0.35906 -2.98078 2.84968
C 0.51961 -3.85097 3.48158
C 0.33219 -4.16206 4.81855
C -0.74338 -3.61666 5.51000
C -1.62238 -2.75825 4.87025
C -2.73988 0.25009 3.61005
C -1.34825 0.65339 4.11571
C -3.69249 0.12698 4.80035
C -3.24827 1.37669 2.69354
H -5.94182 -1.92248 1.32713
H -4.73413 -0.72242 0.85648
H -5.52648 -0.62278 2.43585
H -5.52066 -3.42635 3.29160
H -4.79516 -2.22006 4.35355
H -3.88972 -3.67432 3.91426
H -4.53322 -3.99159 1.15191
H -2.81283 -3.87818 1.53145
H -3.51919 -2.84470 0.27190
H -0.19822 -2.73457 1.80538
H 1.35172 -4.27164 2.93022
H 1.02185 -4.82425 5.32558
H -0.89437 -3.85839 6.55415
H -2.45926 -2.35597 5.42742
H -0.94711 -0.05908 4.83738
H -1.41992 1.63098 4.59828
H -0.62687 0.75354 3.29994
H -3.38769 -0.64241 5.51013
H -4.71687 -0.07928 4.48698
H -3.70679 1.07684 5.34347
H -4.28598 1.23839 2.39636
H -2.65130 1.47157 1.78423
H -3.17695 2.32704 3.22891
N 1.66844 1.79040 -0.76651
C 2.71462 2.08314 0.18496
C 4.04294 1.99670 -0.20023
C 5.03304 2.04928 0.76828
C 4.69736 2.19009 2.10907
C 3.37182 2.39426 2.46601
C 2.37240 2.33281 1.50537
S 5.91119 1.82863 3.36607
O 5.79821 0.36865 3.42748
O 7.16810 2.30250 2.82462
O 5.42757 2.50832 4.55149
H 0.85114 2.36860 -0.58352
H 1.98302 2.01370 -1.70811
H 4.29634 1.82268 -1.23944
H 6.07616 1.93246 0.50386
H 3.13388 2.54609 3.51148
H 1.32658 2.42837 1.78643
O -0.42696 0.21898 0.51316
H -0.90103 -0.36334 1.16445
H -1.14254 0.73541 0.08625
I 1.15779 -4.67936 -0.55627
C 2.23735 -3.02158 0.09702
C 3.60025 -3.16616 0.25684
C 4.31031 -2.16799 0.90892
C 3.63365 -1.08918 1.43733
C 2.26908 -1.00676 1.19376
N 1.57750 -1.92204 0.48115
H 4.08514 -4.06902 -0.08543
H 5.37833 -2.25626 1.06372
H 4.14465 -0.36598 2.05846
H 1.67882 -0.23903 1.67901
F -1.22669 2.38921 -4.55188
C -1.63537 2.53200 -3.29569
F -2.85710 3.06670 -3.28500
F -0.79940 3.35225 -2.66438
S -1.71724 0.89961 -2.46311
O -2.35284 0.02782 -3.41545
O -2.41235 1.13005 -1.21524
O -0.29601 0.57627 -2.23996